Entry 1:
This record from the OMol25 dataset describes a cluster of 2 separate species, C12H17N in total. The level of theory is the ωB97M-V functional and the def2-TZVPD basis.

Properties
**DFT total energy**: -14209.9286 eV
**LUMO level**: 0.89 eV
**SMILES**: Cc1c[nH]c2ccccc12.CCC
**Energy relative to the best compared isomer or geometry (same formula, charge and spin)**: 0.409 eV
**HOMO energy**: -7.9 eV
**2S+1**: 1

Geometry as XYZ:
```
30
C12H17N, DFT the ωB97M-V functional and the def2-TZVPD basis
C 2.039 1.831 2.908
C 1.860 0.509 2.211
C 1.840 -0.733 2.769
N 1.748 -1.696 1.783
C 1.628 -1.059 0.574
C 1.495 -1.628 -0.697
C 1.441 -0.791 -1.782
C 1.569 0.595 -1.582
C 1.724 1.153 -0.344
C 1.680 0.315 0.794
H 3.086 2.122 2.850
H 1.747 1.755 3.952
H 1.459 2.585 2.366
H 1.833 -0.959 3.824
H 1.639 -2.685 1.940
H 1.232 -2.683 -0.764
H 1.355 -1.111 -2.807
H 1.787 1.204 -2.458
H 2.054 2.168 -0.243
C -3.431 -0.646 -2.445
C -2.617 0.359 -1.626
C -2.914 0.167 -0.147
H -3.362 -1.637 -1.986
H -4.483 -0.354 -2.437
H -3.104 -0.788 -3.474
H -1.544 0.222 -1.780
H -2.781 1.365 -2.022
H -2.567 -0.804 0.190
H -2.427 0.987 0.395
H -3.984 0.237 0.039
```

=====

Entry 2:
This record from the OMol25 dataset describes a cluster of 2 separate species, C2H4OS2 in total. The level of theory is the ωB97M-V functional and the def2-TZVPD basis.

Properties
**DFT total energy**: -25853.6210 eV
**LUMO level (spin up / spin down)**: -1.42 / 0.54 eV
**Energy relative to the best compared isomer or geometry (same formula, charge and spin)**: 2.874 eV
**HOMO energy (spin up / spin down)**: -7.7 / -8.4 eV
**2S+1**: 1

Geometry as XYZ:
```
9
C2H4OS2, DFT the ωB97M-V functional and the def2-TZVPD basis
C 3.359 0.687 -1.272
C -0.918 0.167 0.199
O 3.478 0.727 -2.403
S 1.149 -1.666 -0.317
S -0.622 -1.177 -1.006
H 3.986 0.721 -0.468
H -0.064 0.251 0.851
H -1.860 -0.068 0.783
H -1.016 1.111 -0.334
```

=====

Entry 3:
This record from the OMol25 dataset describes a cluster of 2 separate species, C9H9O7S in total. The level of theory is the ωB97M-V functional and the def2-TZVPD basis.

Properties
**DFT total energy**: -34648.2160 eV
**LUMO level**: 2.29 eV
**Total charge**: -1
**HOMO energy**: -4.5 eV
**2S+1**: 1

Geometry as XYZ:
```
26
C9H9O7S, DFT the ωB97M-V functional and the def2-TZVPD basis
O -0.852 2.803 1.594
C -0.942 2.168 0.565
C -1.784 2.742 -0.574
O -2.889 1.852 -0.847
S -3.565 2.025 -2.312
O -4.600 1.019 -2.309
O -2.335 1.474 -3.207
C -0.128 0.957 0.285
C 1.183 0.940 0.746
C 2.015 -0.130 0.469
C 1.540 -1.210 -0.254
C 0.220 -1.218 -0.683
C -0.615 -0.146 -0.435
H -2.163 3.715 -0.272
H -1.144 2.811 -1.455
H -2.093 0.571 -2.942
H 1.558 1.776 1.320
H 3.028 -0.125 0.845
H 2.179 -2.056 -0.463
H -0.175 -2.075 -1.212
H -1.646 -0.203 -0.754
C 2.965 -3.230 2.426
O 2.606 -3.112 3.616
O 2.203 -4.198 1.695
O 3.842 -2.656 1.775
H 1.595 -4.493 2.383
```

=====

Entry 4:
This record from the OMol25 dataset describes a cluster of 2 separate species, C5H14OS2 in total. The level of theory is the ωB97M-V functional and the def2-TZVPD basis.

Properties
**DFT total energy**: -29129.5908 eV
**LUMO level**: 0.55 eV
**SMILES**: CCCSCSC.O
**Energy relative to the best compared isomer or geometry (same formula, charge and spin)**: 0.804 eV
**HOMO energy**: -8.4 eV
**2S+1**: 1

Geometry as XYZ:
```
22
C5H14OS2, DFT the ωB97M-V functional and the def2-TZVPD basis
C 2.661 2.252 -2.085
C 1.514 2.699 -1.184
C 0.707 1.537 -0.572
S 1.648 0.564 0.637
C 0.428 -0.258 1.549
S -0.451 -1.394 0.462
C -1.882 -1.786 1.435
H 3.116 3.118 -2.594
H 2.256 1.568 -2.850
H 3.447 1.722 -1.521
H 1.890 3.410 -0.423
H 0.800 3.245 -1.830
H -0.173 1.971 -0.059
H 0.336 0.912 -1.407
H 0.827 -0.874 2.378
H -0.342 0.417 1.971
H -2.396 -2.623 0.934
H -2.546 -0.906 1.420
H -1.694 -2.068 2.485
O -3.206 -4.597 0.765
H -3.238 -5.133 -0.059
H -3.702 -3.776 0.547
```

=====

Entry 5:
This record from the OMol25 dataset describes an isolated molecule of CH3N5O. The level of theory is the ωB97M-V functional and the def2-TZVPD basis.

Properties
**DFT total energy**: -10579.3960 eV
**LUMO level**: 0.37 eV
**SMILES**: O/N=c1/nn[nH][nH]1
**Energy relative to the best compared isomer or geometry (same formula, charge and spin)**: 2.288 eV
**HOMO energy**: -8.8 eV
**2S+1**: 1

Geometry as XYZ:
```
10
CH3N5O, DFT the ωB97M-V functional and the def2-TZVPD basis
O 1.290 -1.884 0.152
N 1.397 -0.751 -0.620
C 0.468 0.056 -0.336
N 0.386 1.298 -0.993
N -0.647 1.885 -0.497
N -1.298 1.190 0.414
N -0.741 -0.149 0.455
H 2.012 -2.502 -0.251
H -2.275 1.183 0.230
H -0.593 -0.325 1.447
```